80
Properties=species:S:1:pos:R:3:forces:R:3 method="wB97M-V/def2-TZVPD" charge=+1 orbital_gap_ev=8.81 lumo_ev=-3.17 e_tot_ev=-53972.623 homo_ev=-11.99
H -6.717 2.272 -2.090 0.0 0.3 0.6
H 4.156 -0.179 -1.155 -0.1 0.0 0.0
H -7.171 2.145 -0.314 0.2 0.2 -0.8
O 0.335 -7.410 3.912 -0.1 -0.1 0.0
C -1.469 5.082 -0.369 0.0 -0.1 0.2
H 2.946 -1.905 2.226 -0.1 0.1 0.1
C -5.589 3.639 -0.698 0.7 -0.5 -1.3
H -4.887 1.071 -1.326 0.1 0.0 0.7
H -1.343 1.085 -0.307 0.0 -0.3 0.0
H -3.465 3.781 -5.892 0.6 0.3 -0.3
C 0.749 -0.564 1.481 0.2 -0.4 0.0
F 0.495 4.482 2.193 -0.8 0.3 -0.2
H 1.101 -11.024 4.155 -0.2 0.1 -0.2
C 8.247 -3.589 -1.880 0.4 -0.1 0.0
O -0.078 -0.303 0.459 -0.2 -0.1 0.1
H -0.045 7.253 2.862 -0.1 -0.6 0.2
H 2.937 -2.273 -1.818 0.2 -0.1 -0.2
C -0.110 -8.220 3.139 0.1 -0.1 -0.1
C -2.483 4.307 -5.979 -0.3 -0.4 1.0
C -1.286 -6.588 1.945 -0.1 0.5 -0.2
H 0.305 6.184 0.321 -0.6 -0.5 0.2
B -4.206 2.860 -0.957 -1.6 -0.3 0.3
H -1.905 3.885 -6.823 -0.3 0.5 0.4
H -1.245 6.883 0.797 0.2 -0.7 -0.3
C -0.650 6.381 3.179 -0.3 0.0 -0.2
H 0.774 -9.588 5.135 0.0 0.1 -0.1
O 6.160 -3.264 -0.287 -0.1 0.0 -0.1
H -0.362 5.531 -4.322 0.7 -0.4 -0.1
H 2.077 -9.568 3.905 -0.1 0.1 0.1
C -0.183 -5.826 1.239 0.3 0.0 0.0
H -5.525 4.541 -1.357 -0.1 -0.3 0.8
O -0.932 -7.964 2.117 -0.1 -0.1 0.2
O -4.077 1.504 -1.003 0.3 1.2 -1.1
N -2.534 4.318 0.031 1.9 1.4 -1.3
H 0.085 -6.319 0.302 -0.1 0.0 0.0
C 3.982 -0.995 -0.450 0.3 0.1 0.1
C -0.714 5.908 0.667 -0.3 0.2 0.0
H 0.343 2.870 -0.602 0.0 0.0 0.0
H 3.691 -3.143 -0.492 0.2 0.0 0.0
H -3.260 3.072 -3.659 0.0 0.4 0.6
O 0.149 -9.530 3.144 -0.1 0.1 0.0
O 1.190 0.242 2.257 -0.1 0.0 -0.1
C -2.260 4.128 -2.179 0.8 0.5 3.4
H 3.090 -0.773 0.137 0.0 0.0 -0.1
C -0.661 5.262 2.091 0.3 1.1 0.5
H -2.733 5.385 -6.135 0.3 -0.7 -0.2
O -0.356 4.564 -4.454 -1.8 0.5 0.5
H 1.567 1.882 0.208 -0.1 0.1 0.1
C 0.662 1.845 -0.399 0.3 -0.1 0.1
N -1.280 4.980 -1.693 -0.6 0.0 0.2
H 8.702 -2.792 -1.291 -0.1 -0.1 0.1
O 4.936 -2.550 -2.055 0.0 -0.2 -0.1
H -7.682 3.554 -1.289 0.4 -0.7 0.0
C -6.856 2.825 -1.137 -0.2 0.6 0.9
C -0.436 1.070 0.302 0.0 0.5 -0.2
H 1.650 -1.941 3.462 0.0 0.1 -0.1
H -1.693 6.750 3.336 0.7 -0.3 -0.2
H -0.300 6.011 4.161 -0.1 0.0 -0.7
H 4.839 -1.020 0.224 -0.1 -0.1 0.0
N -2.977 3.751 -1.107 -2.0 -2.5 -0.3
H -1.541 4.626 2.322 0.6 0.0 -0.3
C 3.825 -2.311 -1.185 -0.4 0.2 0.3
H 1.989 -3.369 2.481 -0.2 0.0 -0.2
H -0.497 -4.803 1.024 0.0 0.0 0.0
H 8.142 -4.494 -1.282 -0.1 0.1 0.1
H 0.930 1.364 -1.342 -0.2 0.1 0.0
H -2.960 4.157 0.934 0.1 0.0 -0.2
H -5.610 3.967 0.367 -0.3 -0.1 -0.7
C 6.037 -3.021 -1.460 0.1 0.1 -0.1
H -0.687 1.517 1.268 0.2 -0.1 0.1
H -1.538 -6.132 2.904 0.2 -0.1 0.1
H -2.189 -6.575 1.334 0.0 -0.3 0.0
O 1.016 -1.876 1.474 -0.3 0.4 -0.1
H 8.889 -3.805 -2.731 -0.2 0.1 -0.1
O 6.984 -3.158 -2.392 -0.2 0.0 0.1
B -1.701 4.212 -4.581 0.2 -0.2 -1.3
N -2.515 3.721 -3.424 1.3 0.6 -1.1
C 1.954 -2.282 2.474 0.4 -0.3 0.3
H 0.720 -5.788 1.849 -0.1 0.0 0.1
C 1.080 -9.937 4.149 0.2 -0.2 0.2